Molecular formula: C14H19O2
Method: DFT, ωB97M-V/def2-TZVPD

For the largest force on an atom, the calculation gives 0.032 Eh/bohr. For the total energy, the calculation gives -18919.2708 eV. Its HOMO energy is -0.54 eV. Its multiplicity is 1. The frontier orbital gap comes out at 0.1363 hartree. The charge is -1.

Each atom is followed by the atoms it is bonded to, with distances in Å.
Geometry (Å):
1 C 1.902 1.144 0.274  C2 1.541, H11 1.103, H12 1.106
2 C 0.415 0.986 -0.096  C1 1.541, C3 1.575, H13 1.104, H14 1.104
3 C 0.029 1.815 -1.378  C2 1.575, C4 1.558, H15 1.096, H16 1.101
4 C -1.245 1.212 -2.040  C3 1.558, C5 1.530, H17 1.105, H18 1.101
5 C -2.515 1.609 -1.284  C4 1.530, C6 1.388, C10 1.386
6 C -3.455 0.634 -0.979  C5 1.388, C7 1.391, H19 1.089
7 C -4.617 1.008 -0.314  C6 1.391, C8 1.372, H20 1.092
8 C -4.839 2.305 0.076  C7 1.372, C9 1.389, H21 1.091
9 C -3.900 3.288 -0.209  C8 1.389, C10 1.382, H22 1.088
10 C -2.763 2.918 -0.902  C5 1.386, C9 1.382, H23 1.090
11 H 2.563 0.735 -0.508  C1 1.103
12 H 2.140 2.200 0.507  C1 1.106
13 H -0.172 1.361 0.761  C2 1.104
14 H 0.190 -0.086 -0.235  C2 1.104
15 H 0.878 1.884 -2.068  C3 1.096
16 H -0.134 2.837 -1.002  C3 1.101
17 H -1.346 1.471 -3.109  C4 1.105
18 H -1.151 0.115 -2.014  C4 1.101
19 H -3.313 -0.411 -1.247  C6 1.089
20 H -5.358 0.233 -0.108  C7 1.092
21 H -5.751 2.577 0.609  C8 1.091
22 H -4.013 4.338 0.054  C9 1.088
23 H -2.001 3.657 -1.149  C10 1.090
24 O 4.292 -1.378 -0.216  C25 1.190
25 C 3.699 -2.159 0.457  O24 1.190, O26 1.360, C29 1.516
26 O 2.394 -2.483 0.256  C25 1.360, C27 1.428
27 C 1.941 -3.354 1.293  O26 1.428, C28 1.522, H30 1.093, H31 1.090
28 C 3.198 -4.002 1.856  C27 1.522, C29 1.523, H32 1.090, H33 1.093
29 C 4.232 -2.898 1.670  C25 1.516, C28 1.523, H34 1.091, H35 1.087
30 H 1.411 -2.757 2.039  C27 1.093
31 H 1.252 -4.087 0.874  C27 1.090
32 H 3.087 -4.336 2.887  C28 1.090
33 H 3.472 -4.869 1.249  C28 1.093
34 H 4.252 -2.211 2.517  C29 1.091
35 H 5.226 -3.296 1.477  C29 1.087

=====

Molecular formula: C3H10O3S
Method: DFT, ωB97M-V/def2-TZVPD

For the largest force on an atom, the calculation gives 0.057 Eh/bohr. For the total energy, the calculation gives -20239.6705 eV. Its HOMO energy (spin up / spin down) is -13.40 / -13.40 eV. Its multiplicity is 2. The frontier orbital gap (spin up / spin down) comes out at 0.3197 / 0.1487 hartree. The charge is +1. Its expectation value of S² is 0.754.

Each atom is followed by the atoms it is bonded to, with distances in Å.
Geometry (Å):
1 O -2.114 0.030 -0.783  C2 1.212
2 C -0.948 0.030 -1.115  O1 1.212, C3 1.605, H6 1.134
3 C 0.155 0.274 0.025  C2 1.605, C4 1.536, H7 1.077, H8 1.142
4 C -0.134 -0.327 1.409  C3 1.536, S5 1.882, H9 1.056, H10 1.164
5 S 1.402 -0.977 2.281  C4 1.882, H11 1.433
6 H -0.463 -0.400 -2.046  C2 1.134
7 H 0.495 1.288 0.151  C3 1.077
8 H 1.022 -0.198 -0.550  C3 1.142
9 H -0.442 0.375 2.135  C4 1.056
10 H -1.073 -1.010 1.327  C4 1.164
11 H 0.714 -1.887 3.148  S5 1.433
12 H -5.492 2.095 -0.127  O14 1.029
13 H -6.423 1.152 0.797  O14 0.994
14 O -5.551 1.168 0.318  H12 1.029, H13 0.994
15 H 5.904 -0.379 -3.042  O17 0.994
16 H 6.397 -0.964 -1.633  O17 0.972
17 O 6.552 -0.270 -2.295  H15 0.994, H16 0.972

=====

Molecular formula: C2H11N5O
Method: DFT, ωB97M-V/def2-TZVPD

For the largest force on an atom, the calculation gives 0.040 Eh/bohr. For the total energy, the calculation gives -11747.6637 eV. Its HOMO energy is -8.81 eV. Its multiplicity is 1. The frontier orbital gap comes out at 0.3491 hartree. As for the SMILES: [H]/N=C(\N)N(C)N.NO.

Each atom is followed by the atoms it is bonded to, with distances in Å.
Geometry (Å):
1 H 1.606 0.418 -2.059  N2 1.023
2 N 0.786 0.670 -1.501  H1 1.023, C3 1.294
3 C 0.367 -0.378 -0.869  N2 1.294, N4 1.353, N5 1.386
4 N 1.039 -1.552 -0.916  C3 1.353, H8 1.012, H9 1.015
5 N -0.747 -0.346 -0.044  C3 1.386, C6 1.463, N7 1.434
6 C -1.611 -1.511 0.143  N5 1.463, H10 1.094, H11 1.095, H12 1.096
7 N -1.352 0.950 0.056  N5 1.434, H13 1.024, H14 1.036
8 H 1.976 -1.484 -1.293  N4 1.012
9 H 1.076 -2.007 -0.009  N4 1.015
10 H -1.067 -2.333 0.619  C6 1.094
11 H -2.000 -1.854 -0.822  C6 1.095
12 H -2.464 -1.267 0.786  C6 1.096
13 H -2.209 0.959 -0.505  N7 1.024
14 H -0.743 1.593 -0.482  N7 1.036
15 N 1.664 1.964 1.432  O16 1.459, H17 1.027, H18 1.022
16 O 0.854 0.928 2.064  N15 1.459, H19 0.990
17 H 1.656 1.695 0.441  N15 1.027
18 H 1.065 2.786 1.521  N15 1.022
19 H 0.104 0.770 1.436  O16 0.990

=====

Molecular formula: C12H34N2O6
Method: DFT, ωB97M-V/def2-TZVPD

For the largest force on an atom, the calculation gives 0.057 Eh/bohr. For the total energy, the calculation gives -28256.9330 eV. Its HOMO energy is -8.80 eV. Its multiplicity is 1. The frontier orbital gap comes out at 0.3445 hartree. As for the SMILES: COCCNCCOC.COCCNCCOC.O.O.

Each atom is followed by the atoms it is bonded to, with distances in Å.
Geometry (Å):
1 C -17.336 -6.810 3.845  O2 1.369, H10 1.105, H11 1.104, H12 1.125
2 O -17.900 -7.439 4.923  C1 1.369, C3 1.436
3 C -18.305 -8.773 4.574  O2 1.436, C4 1.470, H13 1.133, H14 1.066
4 C -19.171 -9.349 5.612  C3 1.470, N5 1.445, H15 1.131, H16 1.117
5 N -18.530 -9.352 6.907  C4 1.445, C6 1.453, H17 1.020
6 C -19.233 -10.054 7.966  N5 1.453, C7 1.536, H18 1.100, H19 1.139
7 C -20.678 -9.650 8.295  C6 1.536, O8 1.445, H20 1.097, H21 1.075
8 O -21.610 -10.308 7.408  C7 1.445, C9 1.388
9 C -22.922 -10.004 7.741  O8 1.388, H22 1.091, H23 1.094, H24 1.104
10 H -16.559 -7.455 3.396  C1 1.105
11 H -16.854 -5.861 4.138  C1 1.104
12 H -18.093 -6.614 3.036  C1 1.125
13 H -17.384 -9.419 4.437  C3 1.133
14 H -18.815 -8.646 3.647  C3 1.066
15 H -19.380 -10.457 5.522  C4 1.131
16 H -20.185 -8.882 5.654  C4 1.117
17 H -18.365 -8.394 7.219  N5 1.020
18 H -18.557 -9.947 8.827  C6 1.100
19 H -19.174 -11.175 7.776  C6 1.139
20 H -20.820 -8.578 8.109  C7 1.097
21 H -20.843 -9.976 9.306  C7 1.075
22 H -23.139 -8.935 7.759  C9 1.091
23 H -23.178 -10.457 8.703  C9 1.094
24 H -23.565 -10.346 6.912  C9 1.104
25 C -10.491 -2.409 3.326  O26 1.366, H34 1.106, H35 1.095, H36 1.129
26 O -11.650 -2.145 4.000  C25 1.366, C27 1.420
27 C -12.386 -1.085 3.408  O26 1.420, C28 1.498, H37 1.150, H38 1.093
28 C -13.606 -0.833 4.241  C27 1.498, N29 1.517, H39 1.097, H40 1.077
29 N -14.708 -0.427 3.280  C28 1.517, C30 1.477, H41 1.030
30 C -15.981 -0.148 3.973  N29 1.477, C31 1.527, H42 1.090, H43 1.120
31 C -17.253 -0.326 3.147  C30 1.527, O32 1.456, H44 1.144, H45 1.063
32 O -17.445 -1.663 2.604  C31 1.456, C33 1.395
33 C -17.745 -2.714 3.471  O32 1.395, H46 1.075, H47 1.099, H48 1.069
34 H -9.884 -1.486 3.266  C25 1.106
35 H -10.659 -2.761 2.303  C25 1.095
36 H -9.929 -3.274 3.785  C25 1.129
37 H -12.723 -1.406 2.356  C27 1.150
38 H -11.757 -0.207 3.241  C27 1.093
39 H -13.474 -0.005 4.949  C28 1.097
40 H -13.963 -1.706 4.761  C28 1.077
41 H -14.959 -1.193 2.640  N29 1.030
42 H -15.950 0.932 4.115  C30 1.090
43 H -15.991 -0.702 4.946  C30 1.120
44 H -17.381 0.428 2.297  C31 1.144
45 H -18.116 -0.105 3.728  C31 1.063
46 H -18.594 -2.584 4.118  C33 1.075
47 H -16.942 -3.050 4.141  C33 1.099
48 H -17.979 -3.584 2.895  C33 1.069
49 O -13.333 -4.464 3.750  H50 0.939, H51 0.954
50 H -13.451 -5.298 4.165  O49 0.939
51 H -12.837 -3.843 4.279  O49 0.954
52 O -14.517 -3.558 1.299  H53 0.963, H54 0.976
53 H -15.472 -3.443 1.253  O52 0.963
54 H -14.414 -4.242 1.988  O52 0.976